No. 1
Below is a gas-phase ion, C18H17F4N2 (charge +1), with properties calculated with the ωB97M-V functional and the def2-TZVPD basis.

```
! wB97M-V def2-TZVPD RIJCOSX def2/J DEFGRID3
* xyz 1 1
C 0.144 -4.595 -1.018
C 1.471 -4.719 -0.285
C 1.716 -3.401 0.406
N 0.432 -2.672 0.360
N 0.670 -1.384 0.543
C -0.433 -0.442 0.092
C -0.439 -3.218 -0.709
H 0.295 -4.671 -2.111
H -0.571 -5.383 -0.750
H 1.486 -5.529 0.448
H 2.300 -4.918 -0.981
H 2.142 -3.450 1.415
H 2.380 -2.765 -0.189
H 0.039 0.080 -0.866
H -1.361 -0.983 -0.127
H -0.286 -2.556 -1.566
H -1.505 -3.208 -0.459
F 2.916 3.140 -2.076
C 2.528 2.685 -0.828
C 3.425 2.840 0.215
C 2.986 2.361 1.455
F 3.848 2.517 2.520
C 1.754 1.738 1.633
C 0.911 1.607 0.534
C -0.467 0.778 0.732
C -1.746 1.576 0.321
C -2.560 2.087 1.341
C -3.730 2.720 0.987
F -4.711 2.909 1.920
C -4.004 3.110 -0.326
C -3.111 2.649 -1.285
F -3.308 3.004 -2.592
C -1.993 1.868 -0.993
C 1.275 2.100 -0.682
H 4.381 3.331 0.079
H 1.465 1.265 2.586
H -0.498 0.307 1.757
H -2.301 1.976 2.392
H -4.858 3.766 -0.576
H -1.329 1.531 -1.772
H 0.647 1.952 -1.547
*
```

- F_max (eV/A) = 7.9
- SMILES = Fc1cc(F)cc(C(CN=[N+]2CCCC2)c2cc(F)cc(F)c2)c1
- E_tot (eV) = -32781.4050
- E_HOMO (eV) = -12.278
- relative energy (zero: lowest compared OMol25 entry of this formula, charge and spin) (kcal/mol) = 0.0
- HOMO-LUMO gap (eV) = 6.25

***

No. 2
Below is a molecular structure, C18H17F4N2O14PS2, with properties calculated with the ωB97M-V functional and the def2-TZVPD basis.

```
! wB97M-V def2-TZVPD RIJCOSX def2/J DEFGRID3
* xyz 0 1
O 1.388 0.801 0.330
P 1.566 -0.290 1.508
O 0.306 -0.333 2.540
S 3.138 0.173 2.560
C 1.862 -1.996 0.881
C 1.568 -3.059 1.689
C 1.817 -4.426 1.240
C 2.350 -4.621 -0.007
C 2.677 -3.526 -0.875
N 3.234 -3.586 -2.114
S 3.312 -2.043 -2.575
N 2.726 -1.177 -1.325
C 2.417 -2.155 -0.444
H 0.461 0.925 0.064
H 0.632 0.130 3.332
H 1.146 -2.920 2.689
H 1.608 -5.282 1.890
H 2.544 -5.654 -0.377
C 2.502 1.580 -4.572
C 3.995 1.396 -4.611
O 4.213 0.863 -5.903
C 3.208 1.352 -6.692
O 3.216 1.333 -7.875
O 2.200 1.870 -5.938
F 4.405 0.491 -3.689
H 1.979 0.670 -4.269
H 2.196 2.396 -3.921
H 4.566 2.319 -4.495
C -1.119 -7.525 -0.720
C -0.987 -8.215 -2.052
O 0.366 -7.976 -2.394
C 1.041 -7.864 -1.215
O 2.221 -7.925 -1.110
O 0.190 -7.680 -0.171
F -1.783 -7.642 -2.986
H -1.348 -6.463 -0.823
H -1.869 -7.986 -0.081
H -1.172 -9.291 -2.024
C -2.042 3.497 3.942
C -0.543 3.373 3.921
O -0.285 2.914 2.607
C -1.292 3.401 1.830
O -1.263 3.440 0.645
O -2.332 3.842 2.585
F -0.114 2.438 4.804
H -2.536 2.555 4.190
H -2.391 4.267 4.627
H -0.010 4.310 4.092
C -5.449 6.059 2.186
C -4.944 7.067 1.190
O -4.748 8.221 1.987
C -4.458 7.771 3.244
O -3.981 8.436 4.100
O -4.781 6.456 3.384
F -5.878 7.339 0.246
H -6.529 6.123 2.334
H -5.190 5.037 1.913
H -4.005 6.792 0.705
*
```

- F_max (eV/A) = 2.8
- E_tot (eV) = -92417.9030
- E_HOMO (eV) = -8.413
- relative energy (zero: lowest compared OMol25 entry of this formula, charge and spin) (kcal/mol) = 15.4
- HOMO-LUMO gap (eV) = 7.52

***

No. 3
Below is C18H17FN2O2S in the gas phase, with properties calculated with the ωB97M-V functional and the def2-TZVPD basis.

```
! wB97M-V def2-TZVPD RIJCOSX def2/J DEFGRID3
* xyz 0 1
O 0.847 1.387 -2.061
C 0.546 0.218 -1.907
N -0.032 -0.217 -0.768
C -0.348 0.649 0.294
N -0.976 0.111 1.255
C -1.196 -1.282 0.955
H -2.273 -1.465 0.925
H -0.771 -1.889 1.757
C -0.510 -1.543 -0.410
H 0.325 -2.240 -0.313
H -1.203 -1.920 -1.165
S 0.111 2.305 0.203
C -0.550 2.830 1.835
C -2.034 2.679 1.911
C -2.635 2.036 2.986
C -4.003 1.867 3.073
C -4.807 2.353 2.058
C -4.236 3.004 0.977
C -2.864 3.163 0.908
H -2.417 3.661 0.060
H -4.861 3.387 0.185
H -5.878 2.223 2.112
H -4.420 1.358 3.929
F -1.867 1.574 3.996
H -0.057 2.237 2.602
H -0.252 3.875 1.922
C 0.771 -0.813 -3.014
O 1.239 -2.067 -2.590
C 2.483 -2.144 -2.015
C 3.320 -1.062 -1.778
C 4.552 -1.271 -1.178
C 4.955 -2.541 -0.810
C 4.117 -3.620 -1.047
C 2.888 -3.426 -1.644
H 2.222 -4.252 -1.839
H 4.421 -4.616 -0.765
H 5.916 -2.692 -0.342
H 5.196 -0.424 -0.997
H 3.032 -0.059 -2.049
H -0.194 -1.014 -3.493
H 1.441 -0.359 -3.755
*
```

- F_max (eV/A) = 1.2
- SMILES = O=C(COc1ccccc1)N1CCN=C1SCc1ccccc1F
- E_tot (eV) = -39569.6909
- E_HOMO (eV) = -8.627
- relative energy (zero: lowest compared OMol25 entry of this formula, charge and spin) (kcal/mol) = 26.3
- HOMO-LUMO gap (eV) = 9.32